Molecular formula: C18H24ClIN3O3Re
Method: DFT, wB97M-V/def2-TZVPD

Last column: Löwdin spin population.
Positions of all 51 atoms, in Å:
H -0.27 1.08 3.68  0.001
N -2.15 -0.19 2.01  0.019
C 0.74 1.20 -2.40  0.024
C 1.55 -3.59 -2.01  0.006
C 0.46 0.04 -1.70  0.023
C 2.15 -1.10 -3.11  -0.001
H 0.24 -0.42 4.46  0.000
H 3.65 -2.15 -4.24  0.000
C 2.42 0.14 -3.74  0.004
H -3.83 0.65 3.00  0.001
H -2.70 -0.97 1.67  0.001
C -1.52 -0.65 3.27  0.002
H 1.91 2.20 -3.92  0.000
C 2.90 -1.31 1.01  0.772
C -3.13 -0.10 -2.10  -0.007
O 3.60 3.43 1.07  0.000
H -1.48 2.93 1.03  0.001
H 0.83 -1.81 0.98  0.036
H 3.19 0.17 -4.50  0.000
N 0.75 -0.26 2.49  0.024
C -0.18 0.01 3.55  0.001
H -3.61 1.14 1.32  0.000
H -0.54 3.09 2.34  0.001
N -1.19 2.46 1.88  0.051
H 1.23 -0.35 -0.24  0.004
Cl 1.48 -0.61 1.21  0.115
H 3.13 -4.36 -3.26  0.000
H 1.29 -4.56 -1.61  0.002
H -1.36 -1.73 3.20  0.000
H -2.02 2.04 3.75  0.000
H -3.07 3.01 2.75  0.001
H 2.02 0.69 1.05  0.020
C 1.71 1.26 -3.42  0.003
C 2.87 -2.26 -3.49  0.001
H 3.85 -1.78 0.88  0.045
C 2.59 -3.47 -2.95  -0.001
C -2.23 0.40 -1.05  -0.037
O 1.32 3.13 0.74  0.004
H -3.29 -1.18 -1.99  -0.001
H -2.20 -0.46 4.11  0.000
Re -0.70 0.23 0.08  1.783
C -3.08 0.94 2.25  0.005
H -2.63 0.05 -3.05  -0.001
C 0.88 -2.47 -1.60  0.006
O -2.28 1.52 -0.48  -0.017
I -0.69 -2.90 -0.22  0.100
C -2.36 2.19 2.72  0.003
H 0.22 2.11 -2.14  0.005
H -4.08 0.44 -2.10  -0.001
C 2.46 3.28 0.90  -0.001
C 1.15 -1.16 -2.10  0.001

Results
**Spin multiplicity**: 4
**Electronic energy**: -52395.65978 eV
**Total charge**: +1
**Energy above the lowest of the compared OMol25 structures with the same formula, charge and spin**: 20.516 eV
**Lowest unoccupied orbital energy (spin up / spin down)**: -0.12589 / -0.12120 hartree
**HOMO-LUMO gap (spin up / spin down)**: 0.2584 / 0.2557 Eh